{"formula": "C28H25Cl4N5O4SSiSn", "method": "the ωB97M-V functional and the def2-TZVPD basis", "mol_weight_g_mol": 816.22, "de_lowest_ev": 0.6712, "gap_ev": 6.8, "symbols": ["Sn", "Cl", "Cl", "Cl", "Cl", "S", "Si", "O", "O", "O", "O", "N", "N", "N", "N", "N", "C", "C", "C", "C", "C", "C", "C", "C", "C", "C", "C", "C", "C", "C", "C", "C", "C", "C", "C", "C", "C", "C", "C", "C", "C", "C", "C", "C", "H", "H", "H", "H", "H", "H", "H", "H", "H", "H", "H", "H", "H", "H", "H", "H", "H", "H", "H", "H", "H", "H", "H", "H", "H"], "positions_angstrom": [[-0.2192, 1.2735, -0.3646], [6.7277, -2.6504, -2.0756], [-2.6632, 3.0228, 1.2982], [-5.3324, 1.1486, 1.2143], [-3.9626, 1.9733, 4.1399], [1.7770, 0.9529, -1.9573], [-3.6304, 1.5239, 2.2222], [0.0430, -1.0391, 0.3018], [2.8214, -1.8593, 2.2239], [-2.6938, 0.2207, 2.2749], [1.0819, 0.3880, 1.6044], [0.8728, 3.3472, -1.5125], [-2.6009, -0.2103, -0.5155], [2.9434, 3.2238, -2.6362], [-1.9560, 1.5654, -2.4251], [-2.6560, -1.1432, 0.3974], [-2.0311, -1.9015, 3.8874], [5.3886, -2.3858, 2.9470], [-2.5263, -0.9915, 1.6450], [-3.3544, -0.1832, -1.5504], [-0.3391, 5.3609, -1.0650], [0.8682, 4.6665, -1.6002], [-3.0174, 0.7710, -2.6036], [-2.3501, 2.5848, -4.5467], [5.9346, -2.4626, 0.4927], [-1.6361, 2.4317, -3.3686], [0.8286, -0.7727, 1.2414], [1.9025, 2.6584, -2.0438], [3.3102, -1.8703, -0.1715], [-4.5396, -1.0855, -1.7121], [-1.4575, -4.3795, 2.7870], [-1.8735, -3.3500, 1.9656], [5.0101, -2.2702, 1.5024], [4.2515, -2.0533, -1.1725], [-3.7875, 0.8574, -3.7656], [1.4462, -1.9679, 1.9645], [2.9577, 4.5383, -2.6979], [3.6776, -1.9832, 1.1632], [1.9316, 5.3314, -2.2046], [-2.1678, -2.0992, 2.5129], [5.5535, -2.3645, -0.8360], [-1.6078, -2.9376, 4.6981], [-3.4518, 1.7706, -4.7457], [-1.3214, -4.1785, 4.1534], [4.7907, -3.1546, 3.4375], [3.9602, -1.9502, -2.2047], [-5.4549, -0.5044, -1.8077], [-0.7705, 3.0419, -3.1649], [1.2256, -2.8617, 1.3690], [-4.6453, 0.2234, -3.8988], [-4.0449, 1.8413, -5.6444], [-2.2254, -0.9266, 4.3086], [6.9594, -2.6818, 0.7434], [-0.0495, 6.1650, -0.3927], [0.9666, -2.0625, 2.9436], [-4.6207, -1.7331, -0.8420], [2.3023, -1.6187, -0.4634], [-1.4694, -2.7702, 5.7553], [-0.9047, 5.7958, -1.8886], [3.8268, 4.9690, -3.1780], [-0.9884, -4.9863, 4.7906], [5.1820, -1.4474, 3.4587], [-1.9587, -3.4815, 0.8994], [6.4422, -2.6310, 3.0553], [1.9685, 6.4060, -2.2781], [-4.4111, -1.7061, -2.5989], [-0.9656, 4.6404, -0.5400], [-1.2166, -5.3440, 2.3638], [-2.0511, 3.3054, -5.2893]], "forces_ev_per_a": [[0.001, -0.335, 0.757], [0.190, -0.003, -0.225], [-0.119, 0.467, 0.043], [-0.378, -0.100, -0.083], [-0.243, 0.262, 0.481], [-0.131, -0.917, 0.041], [0.238, -0.100, -0.333], [-0.380, 0.041, -1.139], [0.331, 0.121, -0.054], [0.591, -0.745, -0.095], [0.395, 0.330, 0.096], [0.149, -0.023, -0.166], [0.442, 1.579, -0.855], [0.467, -0.548, -0.143], [0.104, -0.350, 0.067], [-0.361, -1.835, 0.562], [-0.024, 0.115, -0.227], [-0.064, 0.018, -0.022], [-0.686, 1.162, -0.678], [-0.361, -0.770, 0.991], [0.011, 0.041, 0.054], [0.259, 0.236, -0.132], [-0.046, 0.614, -0.687], [-0.218, -0.199, -0.061], [-0.165, 0.120, 0.001], [0.012, 0.281, -0.228], [0.407, 0.021, 0.650], [-0.294, 0.472, -0.002], [-0.127, 0.069, 0.238], [0.234, -0.097, 0.115], [0.021, -0.099, -0.024], [-0.042, 0.180, 0.058], [-0.228, -0.004, 0.054], [0.213, -0.092, 0.034], [0.032, -0.092, 0.320], [-0.301, -0.224, -0.076], [-0.243, 0.453, 0.056], [0.205, -0.183, -0.072], [0.059, -0.069, 0.050], [0.185, -0.409, 0.585], [-0.256, 0.063, 0.082], [0.122, -0.093, 0.101], [0.208, 0.139, 0.070], [-0.032, 0.023, 0.015], [0.016, -0.005, 0.046], [0.001, 0.004, -0.138], [-0.095, -0.004, -0.054], [0.141, 0.054, -0.036], [0.078, 0.045, 0.089], [-0.136, -0.137, 0.003], [-0.033, 0.024, -0.097], [-0.037, 0.042, 0.028], [0.159, -0.082, 0.022], [-0.064, 0.085, 0.073], [-0.006, 0.017, -0.109], [-0.031, 0.009, -0.031], [-0.080, -0.065, 0.047], [-0.057, 0.021, 0.108], [-0.091, 0.057, -0.001], [0.039, 0.162, -0.023], [0.028, -0.019, 0.009], [0.029, 0.038, 0.128], [0.016, -0.033, -0.115], [0.052, 0.002, 0.016], [-0.048, 0.106, -0.007], [-0.127, -0.023, -0.076], [-0.012, 0.110, -0.001], [-0.016, -0.048, -0.065], [0.101, 0.117, -0.034]], "nbo_charge": [1.235, -0.015, -0.323, -0.347, -0.328, -0.279, 1.646, -0.794, -0.498, -0.904, -0.723, -0.588, -0.238, -0.475, -0.446, -0.299, -0.197, -0.623, 0.562, 0.243, -0.652, 0.280, 0.159, -0.236, -0.226, 0.062, 0.754, 0.262, -0.293, -0.687, -0.205, -0.181, -0.064, -0.222, -0.229, -0.172, 0.108, 0.365, -0.344, -0.063, -0.046, -0.216, -0.155, -0.192, 0.222, 0.229, 0.233, 0.212, 0.191, 0.224, 0.223, 0.230, 0.220, 0.233, 0.215, 0.248, 0.239, 0.219, 0.229, 0.198, 0.218, 0.226, 0.240, 0.209, 0.222, 0.232, 0.230, 0.218, 0.226]}